Entry 1:
This record from the Open Molecules 2025 dataset describes a structure of composition C16H28GeO9S2Sn. The level of theory is wB97M-V/def2-TZVPD.

```
57
C16H28GeO9S2Sn wB97M-V/def2-TZVPD
Sn -0.12179 0.94488 -0.03240
C -2.67257 -1.15344 1.58532
O -2.32763 0.22467 1.40527
C -3.49435 1.02646 1.29562
C -3.15676 2.47239 1.56836
O -2.27015 3.03648 0.62067
C -2.85402 3.83051 -0.40344
C -3.41187 3.03632 -1.56087
O -2.36936 2.31889 -2.16296
C -2.80725 1.51775 -3.24098
H -3.25225 -1.26430 2.50572
H -3.24981 -1.51874 0.73346
H -1.75357 -1.72326 1.65140
H -3.94125 0.89114 0.30767
H -4.22428 0.70445 2.04846
H -4.08902 3.04620 1.62021
H -2.66302 2.53131 2.54105
H -3.65026 4.45775 0.01444
H -2.05877 4.47924 -0.77055
H -4.19902 2.35094 -1.22051
H -3.87688 3.73735 -2.27088
H -3.19025 2.13701 -4.06011
H -1.95407 0.93889 -3.58410
H -3.59183 0.82268 -2.92134
O 4.20761 -0.45314 -1.59380
S 2.92455 -0.71255 -1.01442
O 3.02075 -0.92601 0.48731
O 1.91118 0.30964 -1.27066
C 2.39422 -2.30306 -1.64146
C 3.44181 -3.06520 -2.14838
C 3.20044 -4.31175 -2.70308
C 1.90990 -4.80057 -2.77131
C 0.85824 -4.05196 -2.26650
C 1.08161 -2.80759 -1.69750
S -0.38183 -1.97503 -1.09883
O -0.73893 -0.96295 -2.07386
O -1.36548 -2.99652 -0.86182
O 0.09413 -1.32550 0.16866
H 4.44299 -2.66233 -2.11285
H 4.02609 -4.89494 -3.08938
H 1.71765 -5.76974 -3.21316
H -0.15607 -4.42489 -2.28882
C 3.82203 -0.28650 3.16810
Ge 2.87924 0.56330 1.71099
C 3.97118 1.97274 0.93925
C 0.44202 -0.09658 2.97206
C 1.00816 0.89884 1.93971
H 3.88420 0.40382 4.01141
H 4.83096 -0.52388 2.83131
H 3.32672 -1.19953 3.49359
H 4.71728 2.26602 1.67801
H 3.37477 2.84247 0.66761
H 4.48145 1.60301 0.04974
H 0.95149 -0.03012 3.93862
H 0.53852 -1.12550 2.62257
H -0.61718 0.08151 3.15370
H 0.98034 1.91892 2.34371
```

## Properties
Multiplicity: 1
HOMO level (hartree): -0.2799
Frontier orbital gap (hartree): 0.300
LUMO (eV): 0.55


Entry 2:
This record from the Open Molecules 2025 dataset describes a structure of composition C16H28N7O3S2W at a distorted geometry. The level of theory is wB97M-V/def2-TZVPD.

```
57
C16H28N7O3S2W wB97M-V/def2-TZVPD
W -0.04174 -0.74230 0.00240
C 1.35344 -5.74590 2.53293
S 2.34328 -4.69528 1.44958
C 1.33205 -3.36127 1.14351
S 2.01784 -2.07432 0.14157
N 0.07649 -3.28820 1.54346
N -0.46416 -2.10184 1.45424
C -1.72317 -1.88205 0.96424
C -2.35289 -0.61217 1.41098
C -3.58007 -0.41040 2.00379
C -3.93489 0.89472 2.33006
C -3.05643 1.93745 2.06110
C -1.85174 1.65491 1.44412
N -1.52308 0.40696 1.11437
H 1.54994 -6.77600 2.24431
H 0.30102 -5.50423 2.42460
H 1.68436 -5.58674 3.55729
H -2.35220 -2.74557 0.76877
H -4.23864 -1.24030 2.22249
H -4.88824 1.09356 2.80196
H -3.30392 2.95551 2.32528
H -1.13591 2.43261 1.20979
C 2.67488 1.40012 3.42663
N 2.80265 1.75125 2.00688
C 3.88864 2.67633 1.67503
C 2.00548 1.23270 1.11778
O 1.04185 0.46405 1.42628
C 2.20981 1.52713 -0.36012
O 1.14698 0.85824 -1.04847
C 0.66211 1.46039 -2.25243
C -0.78704 1.02550 -2.39013
O -1.22869 0.16144 -1.57042
N -1.52460 1.54907 -3.32741
C -2.94160 1.20109 -3.46834
C -1.01583 2.54626 -4.27399
H 2.26617 2.24437 3.98198
H 3.66316 1.17287 3.82207
H 2.02618 0.54059 3.54613
H 4.03841 3.34409 2.51930
H 3.65844 3.28118 0.80070
H 4.81946 2.13446 1.50091
H 3.17381 1.13328 -0.69071
H 2.17081 2.59860 -0.55769
H 1.24918 1.10628 -3.10182
H 0.73129 2.54710 -2.18543
H -3.27129 0.60422 -2.62582
H -3.09882 0.65016 -4.39528
H -3.52744 2.11834 -3.51154
H 0.03656 2.39090 -4.50077
H -1.16339 3.55607 -3.88750
H -1.57511 2.45796 -5.20156
N -0.47472 -2.36058 -1.60342
N 0.41296 -1.88352 -2.63881
H -0.34846 -3.35614 -1.43074
H -1.42188 -2.25222 -1.95285
H 0.15054 -2.24050 -3.55489
H 1.33815 -2.25023 -2.44440
```

## Properties
Charge: +3
Multiplicity: 3
HOMO level (spin up / spin down) (hartree): -0.6145 / -0.6352
Frontier orbital gap (spin up / spin down) (hartree): 0.274 / 0.230
LUMO (spin up / spin down) (eV): -9.28 / -11.02


Entry 3:
This record from the Open Molecules 2025 dataset describes a cluster of 2 separate species, C16H28NO3 in total at a distorted geometry. The level of theory is wB97M-V/def2-TZVPD.

```
48
C16H28NO3 wB97M-V/def2-TZVPD
C 3.48740 2.57822 0.72162
C 2.79412 1.15110 0.49299
C 1.65259 0.87118 -0.52817
C 0.98108 -0.52685 -0.71383
C 1.44978 -1.74034 0.14900
C 2.58281 -1.47445 1.16699
C 3.14038 -2.64936 2.13521
C 2.96243 -2.24117 3.68022
C 1.53543 -1.50878 3.95307
O 3.97129 -1.33149 4.19431
C 5.27797 -1.88195 4.14750
O 6.11445 -1.42911 4.97505
C 3.26757 -0.08274 1.33782
H 2.66670 3.36836 0.83592
H 4.03292 2.52294 1.72818
H 4.23991 2.80262 -0.10472
H 1.26119 1.70866 -1.19712
H 0.16231 -0.73104 -1.48200
H 1.00601 -2.79663 0.05191
H 2.56801 -3.62730 1.90816
H 4.21663 -2.83154 1.80564
H 2.89043 -3.23449 4.26954
H 1.52494 -1.31776 5.09381
H 0.64411 -2.18069 3.72450
H 1.49598 -0.47816 3.46481
H 5.63430 -2.66632 3.39229
H 4.11969 0.05961 2.07581
C -3.22931 -0.58672 -2.30490
N -3.97279 0.70927 -2.03472
C -4.45915 0.68170 -0.59876
C -5.16544 0.80467 -2.95355
C -3.04492 1.92613 -2.19002
C -2.48864 2.14484 -3.59787
O -1.71745 1.02978 -4.02242
H -3.83613 -1.41219 -1.92641
H -3.10108 -0.71379 -3.37722
H -2.27208 -0.55505 -1.78380
H -5.12588 -0.17358 -0.47486
H -4.99596 1.60983 -0.39715
H -3.59304 0.58721 0.05755
H -4.82443 0.75438 -3.98676
H -5.67616 1.74842 -2.76060
H -5.82776 -0.03816 -2.74412
H -2.22344 1.77264 -1.48330
H -3.62075 2.80209 -1.88223
H -1.83733 3.02402 -3.58618
H -3.28771 2.32684 -4.32142
H -1.38100 1.22514 -4.90974
```

## Properties
Charge: +1
Multiplicity: 1
HOMO level (hartree): -0.3925
Frontier orbital gap (hartree): 0.295
LUMO (eV): -2.66


Entry 4:
This record from the Open Molecules 2025 dataset describes the molecule C16H28O3 at a distorted geometry. The level of theory is wB97M-V/def2-TZVPD.

```
47
C16H28O3 wB97M-V/def2-TZVPD
C -1.60816 -1.50327 -0.11389
C -1.25975 -0.29046 0.58031
C -1.43179 -0.13184 1.95790
C -1.94378 -1.10538 2.85103
C -3.51277 -1.42691 2.87875
C -1.50597 -0.81126 4.32006
C -0.88156 0.99905 -0.12528
C -1.92867 2.12022 0.14597
O 0.36826 1.41264 0.63357
C 1.71394 1.20603 0.06376
C 2.71894 1.64626 1.22354
C 1.93767 2.19343 -1.11766
C 2.14077 -0.22294 -0.16706
O 1.58011 -0.78255 -1.42938
C 2.43448 -1.22088 -2.37820
O 3.47516 -1.80242 -2.18870
C 2.05209 -1.19747 -3.87642
C 0.66900 -1.50466 -4.21573
C 1.06584 -0.09965 -4.32589
H -0.78129 -1.63011 -0.74777
H -1.64916 -2.30227 0.58446
H -2.58716 -1.46574 -0.63728
H -1.15040 0.80127 2.44448
H -1.44625 -2.00020 2.57019
H -3.66649 -2.39059 3.38221
H -4.03126 -0.64885 3.44757
H -4.11002 -1.41712 1.92622
H -0.46146 -0.83401 4.39515
H -1.86391 -1.55365 5.08006
H -1.87859 0.17781 4.56866
H -0.76491 0.89566 -1.27599
H -2.12974 2.88065 -0.63367
H -2.90427 1.65473 0.33873
H -1.66898 2.68890 1.03956
H 3.18523 2.61215 0.95640
H 3.44109 0.96673 1.51936
H 2.03714 1.87176 2.10285
H 1.87238 3.30042 -0.87665
H 1.26366 1.98179 -1.94419
H 2.97813 2.00353 -1.51127
H 3.24412 -0.16432 -0.11339
H 1.75327 -0.76373 0.65547
H 2.82765 -1.39790 -4.70623
H 0.48086 -2.05849 -5.16631
H -0.03507 -1.62365 -3.28248
H 1.25914 0.37249 -5.35208
H 0.70246 0.56479 -3.48074
```

## Properties
Multiplicity: 1
HOMO level (hartree): -0.3053
Frontier orbital gap (hartree): 0.335
LUMO (eV): 0.80


Taking the records one at a time from the top gives ΔE to the lowest compared entry with this formula, charge and spin values of 8.6 15.9 139.6 87.9 kcal per mole.